54
Properties=species:S:1:pos:R:3 method="wB97M-V/def2-TZVPD" total_energy_ev=-28850.14401 e_above_lowest_kj_mol=2028.3 e_homo_ev=-7.752
C 3.70 2.77 2.35
H 3.92 3.27 1.34
H 3.05 3.25 2.93
C 2.99 1.46 1.90
C 2.77 0.66 3.00
C 1.89 -0.49 2.82
N 0.66 0.04 2.21
C -0.31 -1.29 1.98
C 0.07 -2.50 1.15
O -1.05 -3.39 1.16
C -1.87 -3.65 0.24
C -2.68 -2.46 -0.11
O -1.96 -1.29 -1.04
C -2.76 -0.28 -1.28
C -3.95 -0.02 -1.15
C -4.61 1.31 -1.49
C -3.88 2.22 -2.44
C -2.53 1.89 -2.57
C -2.02 0.51 -2.15
C -0.56 0.44 -2.30
C 0.02 -0.91 -2.84
C 1.26 -1.04 -2.87
C 2.13 -0.10 -2.85
C 1.70 1.29 -2.40
C 0.49 1.14 -2.32
H 0.02 2.36 -2.01
H 2.52 2.14 -2.58
H 3.17 -0.37 -3.10
H 1.62 -1.95 -3.32
H -0.83 -1.59 -2.94
H -1.98 2.35 -3.18
H -4.23 2.91 -2.82
H -5.70 1.38 -1.35
H -4.56 -0.54 -0.55
H -3.12 -1.91 0.76
H -3.74 -2.81 -0.67
H -1.17 -3.79 -0.93
H -2.58 -4.26 0.41
H 0.17 -2.14 0.17
H 0.89 -2.91 1.76
H -0.75 -1.40 3.02
H -1.30 -0.59 1.85
C 1.01 0.58 0.96
C 1.79 1.92 1.19
H 1.20 2.36 1.92
H 1.83 2.34 0.16
H -0.06 0.87 0.33
H 1.45 0.02 0.07
H 1.58 -1.30 3.69
H 2.53 -1.24 2.32
H 2.05 1.18 3.87
H 3.56 0.26 3.71
H 3.51 0.71 1.18
H 4.63 2.58 2.81